Computed, not measured: 2 unconnected molecules or ions with the total composition C6H6N4O4, with ωB97M-V/def2-TZVPD.

Computed properties:
- SMILES = [O-][N+](O)=C1N=CC=N1.CC(=O)N=C=O
- energy relative to the best compared isomer or geometry (same formula, charge and spin) (kcal per mole) = 40.5
- molar mass (g mol⁻¹) = 198.138
- calculated total energy (Eh) = -752.088916
- orbital gap (alpha / beta) (Ha) = 0.2952 / 0.2952
- total charge = 0
- HOMO energy (alpha / beta) (eV) = -9.4 / -9.4

Last column: natural (NBO) charge in e.
CARTESIAN COORDINATES (ANGSTROEM)
O -2.0557 -1.3754 -0.7746  -0.283
N -2.0078 -0.1870 -0.7371  0.492
O -3.1930 0.3659 -0.2571  -0.499
C -0.9990 0.6160 -1.1200  0.273
N -1.1257 1.9840 -0.8144  -0.455
C 0.0738 2.4617 -1.0356  -0.030
C 0.9346 1.3455 -1.3895  -0.014
N 0.2275 0.2453 -1.4554  -0.414
H -3.1359 1.3719 -0.1860  0.520
H 0.2362 3.5433 -0.8675  0.221
H 1.8876 1.3316 -1.6461  0.195
C 0.5435 -2.4938 0.5615  -0.712
C 0.5032 -1.1715 1.2595  0.719
O -0.5225 -0.6301 1.5591  -0.564
N 1.7798 -0.6430 1.4776  -0.649
C 2.2793 0.3378 1.9917  0.924
O 2.9350 1.1391 2.4515  -0.457
H 1.2579 -3.1613 0.9175  0.230
H -0.4433 -2.9608 0.4526  0.243
H 0.8246 -2.1194 -0.3878  0.259

Atomic forces in eV per Å
O 0.38 -0.16 -0.28
N -1.12 0.02 0.01
O 0.42 1.16 -0.08
C -1.26 2.60 1.38
N -0.41 -0.78 -0.43
C -0.42 -0.01 0.52
C -4.16 0.55 0.47
N 1.06 -1.11 -0.16
H 0.76 -1.41 -0.36
H 0.32 -0.95 -0.27
H 4.27 0.14 -0.97
C -1.62 1.03 -0.13
C -0.55 -1.06 0.54
O -0.02 0.78 0.33
N 0.21 0.31 0.01
C -1.37 -2.52 -1.11
O 1.34 2.28 1.11
H 1.33 -0.98 0.67
H 0.32 0.35 0.32
H 0.51 -0.23 -1.58

Computed, not measured: a gas-phase ion, C6H6NO (charge +1), with ωB97M-V/def2-TZVPD.

Computed properties:
- SMILES = O=C1C[C@H]2C=CC=[N+]12
- energy relative to the best compared isomer or geometry (same formula, charge and spin) (kcal per mole) = 15.6
- molar mass (g mol⁻¹) = 108.120
- calculated total energy (Eh) = -361.866854
- orbital gap (Ha) = 0.3300
- total charge = +1
- HOMO energy (eV) = -15.4

Last column: natural (NBO) charge in e.
CARTESIAN COORDINATES (ANGSTROEM)
O -2.7612 0.6169 0.1440  -0.399
C -1.7377 0.0546 -0.0288  0.689
C -1.1674 -1.3133 -0.2952  -0.485
C 0.1442 -0.6986 0.4367  -0.121
C 1.5614 -0.4322 0.1136  -0.003
C 1.6330 0.9381 -0.1980  -0.268
C 0.3955 1.5857 -0.1281  0.214
N -0.4714 0.6362 0.2611  -0.336
H -1.6936 -2.2910 0.0422  0.304
H -1.2007 -1.4549 -1.3827  0.285
H 0.0719 -0.9366 1.5720  0.312
H 2.4678 -0.8686 0.3063  0.258
H 2.5029 1.5162 -0.5732  0.271
H 0.2552 2.6475 -0.2698  0.278

Atomic forces in eV per Å
O -0.20 -0.65 -0.74
C -2.72 1.00 1.00
C -0.44 -1.37 0.09
C -0.27 -0.11 1.13
C -1.78 4.08 -1.12
C 1.87 -0.71 -0.63
C -0.92 -2.12 0.84
N 1.80 0.44 0.06
H 1.04 1.99 0.27
H 0.96 0.29 0.01
H 0.12 0.18 -1.67
H 1.63 -2.11 0.29
H -0.34 -0.80 0.77
H -0.74 -0.11 -0.29

Computed, not measured: a single C6H6O molecule, with ωB97M-V/def2-TZVPD.

Computed properties:
- energy relative to the best compared isomer or geometry (same formula, charge and spin) (kcal per mole) = 86.6
- molar mass (g mol⁻¹) = 94.113
- calculated total energy (Eh) = -307.325439
- orbital gap (Ha) = 0.3228
- total charge = 0
- HOMO energy (eV) = -7.9

Last column: natural (NBO) charge in e.
CARTESIAN COORDINATES (ANGSTROEM)
C 0.6106 -1.2311 -0.1274  -0.564
C -0.4919 -0.2293 -0.0990  -0.058
C 0.0984 0.9506 -0.1443  0.037
C 1.7546 -0.6567 -0.1286  0.738
C 0.8547 2.0249 -0.0507  -0.445
C -1.8594 -0.7208 0.1676  -0.647
O 2.8019 -0.1704 -0.2912  -0.457
H 0.4698 -2.3137 -0.0250  0.268
H 1.1860 2.6130 -0.8297  0.213
H 1.3727 2.1256 0.8810  0.210
H -2.6023 -0.4769 -0.6808  0.233
H -2.1053 -0.1171 1.0443  0.238
H -2.0899 -1.7981 0.2837  0.234

Atomic forces in eV per Å
C -2.02 -1.80 0.22
C 2.16 -0.30 -0.32
C -2.21 1.57 -0.20
C 3.94 -0.29 -0.93
C -1.03 -2.38 1.33
C -2.39 1.12 -1.07
O -0.44 -0.42 0.53
H 0.20 0.62 -0.17
H 0.42 1.11 -1.75
H 0.04 0.56 0.67
H 1.19 0.19 1.23
H -0.95 -0.55 0.08
H 1.10 0.56 0.39

Computed, not measured: a molecular structure, C6H6O, with ωB97M-V/def2-TZVPD.

Computed properties:
- energy relative to the best compared isomer or geometry (same formula, charge and spin) (kcal per mole) = 125.8
- molar mass (g mol⁻¹) = 94.113
- calculated total energy (Eh) = -307.263020
- orbital gap (alpha / beta) (Ha) = 0.2744 / 0.2744
- total charge = 0
- HOMO energy (alpha / beta) (eV) = -7.9 / -7.9

Last column: natural (NBO) charge in e.
CARTESIAN COORDINATES (ANGSTROEM)
C -1.2622 0.0487 0.6916  -0.255
C 1.0547 -1.0011 0.7830  -0.619
C 0.0594 0.0047 0.2734  -0.164
C 0.8274 1.8177 0.4720  0.505
C -0.3988 -0.0854 -1.0822  -0.057
C -0.4781 0.0289 -2.2939  -0.241
O 0.4991 2.6878 -0.2040  -0.489
H -1.5658 -0.5381 1.5504  0.184
H -1.9518 0.8318 0.4162  0.217
H 2.0403 -0.7794 0.3663  0.230
H 1.0959 -0.9556 1.8734  0.222
H 0.7688 -2.0107 0.4814  0.233
H -0.6891 -0.0493 -3.3276  0.233

Atomic forces in eV per Å
C 0.65 -0.05 2.60
C 0.08 0.36 0.21
C -3.45 -2.33 -0.75
C 0.76 2.43 -0.73
C 2.32 1.46 -2.65
C -0.19 -0.56 0.95
O 0.20 -1.22 0.88
H -0.17 0.02 0.38
H -0.03 -0.23 -0.69
H -0.06 -0.06 0.13
H 0.10 -0.01 -0.09
H -0.02 0.13 -0.03
H -0.20 0.06 -0.20

Computed, not measured: a single C6H6O molecule, with ωB97M-V/def2-TZVPD.

Computed properties:
- energy relative to the best compared isomer or geometry (same formula, charge and spin) (kcal per mole) = 150.4
- molar mass (g mol⁻¹) = 94.113
- calculated total energy (Eh) = -307.223829
- orbital gap (alpha / beta) (Ha) = 0.2851 / 0.2662
- total charge = 0
- HOMO energy (alpha / beta) (eV) = -9.0 / -8.0

Last column: natural (NBO) charge in e.
CARTESIAN COORDINATES (ANGSTROEM)
O -0.0435 1.7829 -1.3709  -0.697
C -0.7515 1.2342 -0.2886  -0.082
C -0.0685 0.0297 0.3378  -0.036
C 1.0992 -0.4011 -0.2267  -0.402
C 2.3274 -0.9484 0.1082  -0.065
C -0.7648 -0.6357 1.3813  -0.062
C -1.4634 -1.2153 2.1803  -0.163
H 0.8381 2.0264 -1.0536  0.472
H -0.8736 1.9697 0.5221  0.187
H -1.7527 0.9973 -0.6538  0.200
H 1.0595 -0.0652 -1.2721  0.266
H 2.7457 -1.5361 -0.7291  0.142
H -2.0646 -1.7369 2.8917  0.240

Atomic forces in eV per Å
O 0.20 0.12 0.09
C -0.23 -0.06 0.28
C -0.87 0.01 0.61
C 1.35 -0.35 -0.20
C -1.25 -0.08 -0.67
C -0.11 -0.01 0.15
C 0.29 0.22 -0.20
H -0.18 0.07 -0.13
H -0.04 -0.06 -0.09
H 0.05 -0.08 0.01
H 0.53 0.03 -0.18
H 0.15 0.09 0.42
H 0.12 0.09 -0.09

Computed, not measured: a single C6H6O molecule, with ωB97M-V/def2-TZVPD.

Computed properties:
- SMILES = C#CC[C@H](O)C#C
- energy relative to the best compared isomer or geometry (same formula, charge and spin) (kcal per mole) = 131.2
- molar mass (g mol⁻¹) = 94.113
- calculated total energy (Eh) = -307.254360
- orbital gap (Ha) = 0.3823
- total charge = 0
- HOMO energy (eV) = -9.7

Last column: natural (NBO) charge in e.
CARTESIAN COORDINATES (ANGSTROEM)
C 1.9996 0.5312 1.0100  -0.322
C 1.1729 0.5893 0.1326  0.094
C 0.1084 0.6327 -0.8515  -0.509
C -0.9124 -0.5663 -0.7073  0.058
O -2.1888 -0.1696 -1.1433  -0.696
C -0.7758 -1.0035 0.7024  -0.112
C -0.0882 -1.0957 1.7074  -0.222
H 2.9180 0.7443 1.4898  0.252
H -0.4462 1.5715 -0.7434  0.249
H 0.5618 0.6342 -1.8510  0.252
H -0.5855 -1.3570 -1.3924  0.205
H -2.6846 0.1127 -0.3653  0.477
H 0.9207 -0.6240 2.0121  0.273

Atomic forces in eV per Å
C 0.47 1.09 -1.46
C 0.79 0.53 -0.03
C -0.02 -0.01 0.05
C 0.24 -0.18 0.13
O -0.19 -0.02 0.23
C 0.45 -0.17 0.57
C 0.70 0.72 -0.87
H 0.18 -0.23 0.52
H 0.00 -0.18 0.03
H -0.24 -0.09 0.13
H -0.11 0.01 0.23
H -0.02 0.04 -0.14
H -2.26 -1.52 0.61

Computed, not measured: a single C6H6O molecule, with ωB97M-V/def2-TZVPD.

Computed properties:
- SMILES = C1=C[C@H]2C=C[C@@H]1O2
- energy relative to the best compared isomer or geometry (same formula, charge and spin) (kcal per mole) = 97.7
- molar mass (g mol⁻¹) = 94.113
- calculated total energy (Eh) = -307.307810
- orbital gap (Ha) = 0.3402
- total charge = 0
- HOMO energy (eV) = -8.4

Last column: natural (NBO) charge in e.
CARTESIAN COORDINATES (ANGSTROEM)
C -0.9372 0.9413 -0.2163  -0.243
C -1.0996 -0.3784 -0.5608  -0.222
C -0.2240 -1.0993 0.4013  -0.003
C 1.1514 -0.7708 -0.3144  -0.198
C 1.3170 0.5148 -0.1949  -0.229
C 0.2190 0.9119 0.7431  -0.019
O -0.1404 -0.3225 1.5017  -0.480
H -1.6819 1.6422 -0.6616  0.243
H -2.0176 -0.7840 -1.1922  0.236
H -0.7299 -2.1414 0.7284  0.219
H 1.7237 -1.4751 -0.9184  0.220
H 2.0856 1.2263 -0.7776  0.247
H 0.3339 1.7351 1.4617  0.229

Atomic forces in eV per Å
C -3.16 -2.05 -2.25
C -4.29 2.27 -0.28
C -0.26 -4.28 -1.37
C 0.89 -2.73 -0.50
C 3.46 1.48 -0.32
C -1.38 1.38 1.47
O 1.04 2.99 0.80
H 1.37 0.11 0.82
H 2.43 0.77 1.35
H 2.06 1.91 -1.09
H -0.28 0.26 0.08
H -1.99 -1.79 1.77
H 0.13 -0.30 -0.48

Computed, not measured: a molecular structure, C6H6O, with ωB97M-V/def2-TZVPD.

Computed properties:
- energy relative to the best compared isomer or geometry (same formula, charge and spin) (kcal per mole) = 129.2
- molar mass (g mol⁻¹) = 94.113
- calculated total energy (Eh) = -307.257605
- orbital gap (Ha) = 0.3442
- total charge = 0
- HOMO energy (eV) = -8.6

Last column: natural (NBO) charge in e.
CARTESIAN COORDINATES (ANGSTROEM)
O -0.1262 -0.9039 2.1882  -0.661
C 0.6712 -0.9898 1.0941  0.143
C -1.1075 -0.9076 -1.1349  -0.477
C -0.9811 0.4085 -1.0895  0.032
C -0.4436 1.5684 -0.8939  -0.302
C 1.3009 0.0693 0.5745  -0.157
C 1.3144 1.2058 -0.0473  -0.191
H -0.3766 0.0271 2.2901  0.487
H 0.9180 -2.0253 0.8694  0.204
H -1.8597 -1.4555 -0.5734  0.227
H -0.6255 -1.4493 -1.9470  0.222
H -0.8593 2.5588 -1.1686  0.242
H 2.1750 1.8935 -0.1615  0.231

Atomic forces in eV per Å
O -0.06 0.20 0.05
C 0.72 0.20 0.14
C -0.49 0.40 -0.54
C 0.55 0.02 0.17
C 1.65 -0.66 0.58
C -0.42 0.35 -0.21
C -1.76 0.11 -0.52
H 0.04 -0.17 0.09
H -0.20 0.27 -0.32
H 0.36 0.14 0.32
H -0.17 0.08 -0.01
H 0.90 -0.75 0.25
H -1.12 -0.18 0.00

Q: Which of these has the lowest calculated total energy?
A: C6H6N4O4

What did the fifth record say?
Computed, not measured: a single C6H6O molecule, with ωB97M-V/def2-TZVPD.

Computed properties:
- energy relative to the best compared isomer or geometry (same formula, charge and spin) (kcal per mole) = 150.4
- molar mass (g mol⁻¹) = 94.113
- calculated total energy (Eh) = -307.223829
- orbital gap (alpha / beta) (Ha) = 0.2851 / 0.2662
- total charge = 0
- HOMO energy (alpha / beta) (eV) = -9.0 / -8.0

Last column: natural (NBO) charge in e.
CARTESIAN COORDINATES (ANGSTROEM)
O -0.0435 1.7829 -1.3709  -0.697
C -0.7515 1.2342 -0.2886  -0.082
C -0.0685 0.0297 0.3378  -0.036
C 1.0992 -0.4011 -0.2267  -0.402
C 2.3274 -0.9484 0.1082  -0.065
C -0.7648 -0.6357 1.3813  -0.062
C -1.4634 -1.2153 2.1803  -0.163
H 0.8381 2.0264 -1.0536  0.472
H -0.8736 1.9697 0.5221  0.187
H -1.7527 0.9973 -0.6538  0.200
H 1.0595 -0.0652 -1.2721  0.266
H 2.7457 -1.5361 -0.7291  0.142
H -2.0646 -1.7369 2.8917  0.240

Atomic forces in eV per Å
O 0.20 0.12 0.09
C -0.23 -0.06 0.28
C -0.87 0.01 0.61
C 1.35 -0.35 -0.20
C -1.25 -0.08 -0.67
C -0.11 -0.01 0.15
C 0.29 0.22 -0.20
H -0.18 0.07 -0.13
H -0.04 -0.06 -0.09
H 0.05 -0.08 0.01
H 0.53 0.03 -0.18
H 0.15 0.09 0.42
H 0.12 0.09 -0.09

What did the fifth record say?
Computed, not measured: a single C6H6O molecule, with ωB97M-V/def2-TZVPD.

Computed properties:
- energy relative to the best compared isomer or geometry (same formula, charge and spin) (kcal per mole) = 150.4
- molar mass (g mol⁻¹) = 94.113
- calculated total energy (Eh) = -307.223829
- orbital gap (alpha / beta) (Ha) = 0.2851 / 0.2662
- total charge = 0
- HOMO energy (alpha / beta) (eV) = -9.0 / -8.0

Last column: natural (NBO) charge in e.
CARTESIAN COORDINATES (ANGSTROEM)
O -0.0435 1.7829 -1.3709  -0.697
C -0.7515 1.2342 -0.2886  -0.082
C -0.0685 0.0297 0.3378  -0.036
C 1.0992 -0.4011 -0.2267  -0.402
C 2.3274 -0.9484 0.1082  -0.065
C -0.7648 -0.6357 1.3813  -0.062
C -1.4634 -1.2153 2.1803  -0.163
H 0.8381 2.0264 -1.0536  0.472
H -0.8736 1.9697 0.5221  0.187
H -1.7527 0.9973 -0.6538  0.200
H 1.0595 -0.0652 -1.2721  0.266
H 2.7457 -1.5361 -0.7291  0.142
H -2.0646 -1.7369 2.8917  0.240

Atomic forces in eV per Å
O 0.20 0.12 0.09
C -0.23 -0.06 0.28
C -0.87 0.01 0.61
C 1.35 -0.35 -0.20
C -1.25 -0.08 -0.67
C -0.11 -0.01 0.15
C 0.29 0.22 -0.20
H -0.18 0.07 -0.13
H -0.04 -0.06 -0.09
H 0.05 -0.08 0.01
H 0.53 0.03 -0.18
H 0.15 0.09 0.42
H 0.12 0.09 -0.09